Version a
Molecular formula: C3H9NO2S
Method: DFT, wB97M-V/def2-TZVPD

Geometry as XYZ:
```
16
C3H9NO2S (wB97M-V/def2-TZVPD)
O -0.1447 2.3121 1.0225
C -0.3152 1.6538 0.0355
N 0.2639 0.4287 -0.1590
C 0.1178 -0.4148 -1.2789
C -0.7881 -1.6351 -1.0725
S -2.1708 -1.1545 0.0968
H -1.0577 1.9319 -0.7309
H 0.7338 0.0853 0.6795
H -0.1842 0.1182 -2.1791
H 1.1081 -0.8651 -1.4898
H -1.1371 -1.9413 -2.0564
H -0.3195 -2.3506 -0.3974
H -1.5103 -1.3799 1.2601
H 1.0438 1.3157 2.0214
H 2.5695 1.1868 1.9842
O 1.7907 0.7087 2.2639
```

Calculated values
charge: +1
expectation value of S²: 0.755
2S+1: 2
HOMO level (spin up / spin down): -0.531 / -0.528 hartree
orbital gap (spin up / spin down): 10.187 / 5.015 eV

***

Version b
Molecular formula: C3H9NO2S
Method: DFT, wB97M-V/def2-TZVPD

Geometry as XYZ:
```
16
C3H9NO2S (wB97M-V/def2-TZVPD)
O -0.3453 1.6476 -1.9633
C -0.3222 1.5457 -0.7676
N 0.0167 0.3709 -0.1340
C -0.0920 0.1452 1.2914
C -0.3320 -1.3284 1.5257
S -1.9342 -1.8158 0.7658
H -0.5110 2.3645 -0.0569
H 0.6190 -0.2986 -0.6127
H -0.8025 0.7597 1.8159
H 0.8756 0.3396 1.7595
H -0.2952 -1.5701 2.5902
H 0.2816 -1.9661 0.9037
H -2.3985 -0.5921 0.4298
H 1.1774 0.6635 -2.4012
H 2.1591 -0.3235 -2.9990
O 1.9035 0.0578 -2.1473
```

Calculated values
charge: +1
expectation value of S²: 0.755
2S+1: 2
HOMO level (spin up / spin down): -0.536 / -0.526 hartree
orbital gap (spin up / spin down): 10.759 / 5.120 eV

***

Going by the energies, version b is most stable and the next is 0.255 eV up.